1.
{
  "formula": "C8H8O3S2",
  "method": "ωB97M-V with the def2-TZVPD basis set",
  "symbols": ["C", "C", "C", "C", "C", "C", "C", "C", "O", "O", "O", "S", "S", "H", "H", "H", "H", "H", "H", "H", "H"],
  "coordinates": [[-2.6009, 0.9146, 0.1519], [-3.5545, -0.1930, -0.0251], [-1.2545, 0.7196, 0.4727], [1.3551, 0.2400, 0.0228], [3.2563, -0.3513, 1.0044], [-3.2591, -1.5246, 0.1916], [2.1954, -0.5062, -1.0547], [3.3935, -0.9012, -0.2068], [2.1435, 0.5070, 1.1761], [0.8633, 1.4254, -0.4961], [-0.7164, 3.1739, -0.3660], [-0.2137, -0.7393, 0.3854], [-0.1649, 2.1890, 0.4926], [-2.8354, 1.9263, 0.3420], [-4.5268, 0.2468, -0.1939], [3.8779, -0.2800, 1.8622], [-3.8245, -2.2828, -0.3917], [-2.2568, -1.8517, 0.3718], [1.5723, -1.3018, -1.3115], [2.3121, 0.1201, -1.9655], [4.2381, -1.5309, -0.4620]],
  "atomic_forces_ev_per_a": [[-3.37, -4.59, 0.03], [2.27, 6.09, 0.93], [3.81, -1.22, 0.41], [-0.49, 0.72, -0.62], [-0.62, 1.12, -0.69], [-0.42, -2.09, -1.80], [0.41, 1.29, 1.26], [-0.22, 0.41, 0.66], [0.34, -1.73, -1.17], [1.73, -0.23, -0.52], [-1.39, 1.91, -1.11], [-0.62, 1.44, 0.37], [-0.16, -1.54, 1.53], [-1.18, 0.99, -0.63], [-0.43, -0.76, -0.19], [0.59, -0.45, 0.39], [0.02, 0.47, 0.90], [0.17, -0.02, 0.46], [-0.57, -1.68, -0.82], [0.37, -0.24, 0.76], [-0.28, 0.12, -0.16]],
  "lowdin_charge": [-0.140, -0.154, -0.578, -0.752, -0.076, -0.008, -0.098, -0.035, -0.055, -0.303, -0.405, 1.036, 0.924, 0.082, 0.087, 0.118, 0.071, -0.029, 0.064, 0.145, 0.107],
  "spin_multiplicity": 3,
  "total_charge": 0,
  "energy_ha": -1331.50157
}



2.
{
  "formula": "C4H15N2O",
  "method": "ωB97M-V with the def2-TZVPD basis set",
  "symbols": ["C", "N", "C", "N", "C", "C", "H", "H", "H", "H", "H", "H", "H", "H", "H", "H", "H", "H", "H", "H", "H", "O"],
  "coordinates": [[1.1599, 1.5134, 0.5780], [0.3114, 1.1096, 1.7593], [1.5111, 0.2951, -0.2463], [0.2861, -0.4420, -0.6402], [0.2990, -1.8847, -0.2060], [-0.8945, -2.6477, -0.7224], [2.0846, 1.9684, 0.9297], [0.6352, 2.2419, -0.0325], [0.9627, 1.2648, 2.5237], [-0.3619, 1.8593, 1.8915], [2.1734, -0.3478, 0.3276], [1.9857, 0.6648, -1.1541], [0.1368, -0.4268, -1.6553], [-0.5915, -0.0393, -0.2487], [1.2681, -2.3198, -0.4511], [0.3063, -1.8470, 0.8884], [-1.8056, -2.4490, -0.1665], [-0.7058, -3.7215, -0.6183], [-1.0062, -2.4804, -1.7910], [-2.9084, 1.3795, -0.2163], [-1.9572, 2.5397, -0.0926], [-2.0172, 1.6500, -0.4796]],
  "atomic_forces_ev_per_a": [[-0.66, -0.22, 0.81], [1.04, 0.92, -0.73], [0.11, 1.13, -0.06], [-1.02, -0.99, -0.23], [0.22, -0.08, 1.08], [0.45, -0.58, -0.17], [0.09, 0.09, -0.25], [-0.04, 0.06, -0.11], [-0.38, -0.52, 0.46], [-0.20, -0.25, 0.04], [-0.10, -0.24, -0.23], [0.27, -0.41, -0.01], [0.22, 0.13, 0.22], [0.68, 0.38, 0.05], [-0.14, 0.09, -0.53], [-0.14, 0.10, -0.11], [-0.11, 0.29, -0.14], [0.03, 0.19, 0.06], [-0.33, 0.07, -0.12], [0.09, -0.10, -0.19], [0.10, -0.28, -0.31], [-0.17, 0.24, 0.47]],
  "lowdin_charge": [-0.234, 0.021, -0.136, 0.034, -0.192, -0.059, 0.122, 0.106, 0.077, 0.065, 0.133, 0.138, 0.181, 0.137, 0.132, 0.133, 0.088, 0.097, 0.085, 0.065, 0.061, -0.054],
  "e_above_lowest_kcal_mol": 17.5,
  "total_charge": 1,
  "energy_ha": -345.91790
}



3.
{
  "formula": "C10H14BBrN6Re",
  "method": "ωB97M-V with the def2-TZVPD basis set",
  "symbols": ["H", "N", "B", "N", "C", "Re", "H", "C", "H", "C", "H", "C", "H", "H", "H", "N", "N", "N", "N", "C", "C", "H", "H", "C", "C", "C", "C", "H", "H", "H", "H", "H", "Br"],
  "coordinates": [[0.9099, 3.2499, 1.8874], [0.4400, 1.7631, 0.4716], [0.1034, 0.3528, -1.6177], [0.4824, 1.6871, -0.9252], [0.8840, 2.8968, -1.3964], [0.3485, 0.0729, 1.5723], [0.9501, 3.0446, -2.4646], [1.1100, 3.7497, -0.3274], [1.4241, 4.7757, -0.3564], [0.8458, 3.0232, 0.8394], [0.1755, 0.4760, -2.8240], [-0.8222, -1.5056, 2.8261], [-0.7470, -1.5769, 3.9179], [-0.1499, -2.2524, 2.4972], [-1.7713, -1.8678, 2.4696], [-1.3136, -0.0471, -1.2027], [1.0864, -0.7511, -1.1401], [-1.5683, -0.2058, 0.1145], [1.1826, -1.0538, 0.2494], [-2.4739, -0.2397, -1.9269], [1.9787, -1.5304, -1.8086], [-2.4715, -0.1271, -3.0018], [2.0539, -1.4599, -2.8887], [-3.5006, -0.5709, -0.9843], [2.6455, -2.3485, -0.9081], [-2.8625, -0.5480, 0.2883], [2.1577, -2.0398, 0.3670], [-4.5250, -0.7960, -1.1876], [3.3855, -3.0930, -1.1183], [-3.2373, -0.7497, 1.2480], [2.4160, -2.4136, 1.3491], [-1.1774, -0.4297, 2.7443], [2.0408, 0.5151, 3.2364]],
  "atomic_forces_ev_per_a": [[0.08, 0.34, 0.06], [1.16, 0.55, -0.94], [-0.22, 0.22, -1.28], [0.25, 1.00, 1.03], [-0.62, -1.50, 0.57], [-1.32, 1.18, -1.08], [0.06, 0.09, 0.09], [-0.12, -0.05, 1.21], [0.03, 0.11, -0.12], [-0.08, -0.72, -1.65], [0.08, -0.07, 0.56], [-2.29, 0.40, 2.54], [-0.24, -0.13, -0.12], [1.61, -0.01, -1.27], [-0.51, -0.66, 0.14], [-1.49, -0.01, -0.31], [0.99, -0.89, 1.00], [1.15, -0.25, 1.26], [1.57, -1.17, -2.76], [0.02, -0.28, 2.57], [-1.38, 0.99, 0.94], [-0.07, -0.06, 0.14], [-0.02, 0.02, 0.22], [2.22, 0.48, -0.07], [-0.32, 0.05, 1.52], [0.67, 0.54, -2.84], [-0.52, 0.78, -1.11], [-0.26, -0.04, -0.09], [0.18, -0.12, -0.12], [-0.59, -0.13, 0.91], [0.08, -0.06, -0.18], [0.78, -0.43, -0.18], [-0.86, -0.15, -0.64]],
  "lowdin_charge": [0.110, -0.179, -0.506, 0.011, 0.026, 1.273, 0.153, 0.012, 0.126, -0.059, 0.142, -0.131, 0.090, 0.065, 0.058, -0.040, 0.032, -0.072, -0.182, 0.035, 0.033, 0.138, 0.159, 0.019, 0.016, -0.081, -0.036, 0.109, 0.127, 0.096, 0.125, 0.047, 0.286],
  "spin_multiplicity": 4,
  "total_charge": 2,
  "energy_ha": -3394.53633
}



4.
{
  "formula": "CH4N2",
  "method": "ωB97M-V with the def2-TZVPD basis set",
  "symbols": ["H", "N", "C", "N", "H", "H", "H"],
  "coordinates": [[0.8270, 0.7826, -1.0741], [1.2408, 0.2894, -0.2902], [0.2442, -0.1910, 0.3436], [-1.1272, -0.0485, -0.0994], [0.1749, -0.7575, 1.3165], [-1.7247, 0.3818, 0.6720], [-1.5372, -0.9475, -0.2483]],
  "atomic_forces_ev_per_a": [[0.06, 0.13, -0.48], [-1.21, -0.94, 1.57], [-0.68, -0.10, 0.44], [-0.78, 1.81, 0.76], [1.61, 0.50, -0.85], [1.18, -0.69, -1.26], [-0.19, -0.71, -0.17]],
  "lowdin_charge": [0.040, 0.087, -0.358, -0.023, 0.111, 0.097, 0.045],
  "e_above_lowest_kcal_mol": 40.4,
  "total_charge": 0,
  "smiles": "[H]/N=C\\N",
  "energy_ha": -149.97876
}



5.
{
  "formula": "C34H47Cl3IrO3P4",
  "method": "ωB97M-V with the def2-TZVPD basis set",
  "symbols": ["P", "C", "C", "H", "C", "H", "C", "H", "C", "H", "C", "H", "C", "C", "H", "C", "H", "C", "H", "C", "H", "C", "H", "C", "C", "H", "C", "H", "C", "H", "C", "H", "C", "H", "Ir", "C", "C", "H", "C", "O", "H", "C", "H", "C", "Cl", "P", "P", "C", "H", "H", "H", "C", "H", "H", "H", "C", "H", "H", "H", "C", "H", "H", "H", "C", "H", "H", "H", "C", "H", "H", "H", "P", "C", "C", "H", "H", "H", "H", "H", "H", "C", "H", "H", "H", "H", "Cl", "C", "Cl", "C", "O", "O", "H"],
  "coordinates": [[3.3025, 0.7113, 0.1815], [4.8034, 0.3814, 1.2308], [5.9044, -0.4145, 0.8542], [5.9248, -0.8984, -0.1163], [7.0059, -0.5534, 1.7135], [7.8646, -1.1550, 1.4001], [6.9953, 0.0978, 2.9550], [7.8465, -0.0041, 3.6251], [5.8975, 0.8859, 3.3520], [5.8939, 1.4083, 4.3199], [4.8061, 1.0221, 2.4899], [3.9553, 1.6547, 2.7631], [3.7300, -0.4582, -1.1965], [3.2889, -1.7862, -1.0114], [2.7430, -2.0420, -0.0987], [3.5896, -2.7702, -1.9591], [3.2567, -3.8012, -1.7914], [4.3322, -2.4236, -3.1029], [4.5656, -3.1902, -3.8387], [4.7717, -1.1076, -3.3046], [5.3572, -0.8410, -4.1876], [4.4674, -0.1250, -2.3482], [4.8336, 0.8863, -2.4933], [3.9420, 2.2691, -0.6176], [5.2534, 2.7673, -0.4977], [5.9881, 2.2431, 0.1135], [5.6447, 3.9223, -1.1889], [6.6730, 4.2932, -1.0940], [4.7143, 4.5797, -2.0058], [5.0134, 5.4719, -2.5562], [3.3934, 4.1089, -2.1234], [2.6665, 4.6167, -2.7705], [3.0058, 2.9660, -1.4144], [1.9818, 2.5895, -1.4856], [-2.4240, -0.2299, 1.4822], [-3.0139, -0.5891, -0.3919], [-2.1566, -0.6606, -1.4290], [-4.0865, -0.7346, -0.5762], [-0.6977, -0.4458, -1.1290], [-0.2480, 0.6471, -1.9666], [0.7060, 0.8114, -1.8439], [-0.4165, -0.1164, 0.3118], [-0.1948, -1.3920, -1.4184], [0.3276, 0.3375, 1.2679], [-1.7695, 0.2808, 3.6591], [-3.0850, 2.0216, 1.3522], [-2.1317, -2.4720, 2.1519], [-3.8671, 2.6598, 2.8693], [-3.1107, 2.6930, 3.6598], [-4.6701, 1.9841, 3.1996], [-4.2784, 3.6621, 2.6925], [-1.6298, 3.0540, 0.9784], [-1.1685, 2.7006, 0.0455], [-0.9070, 2.9462, 1.7982], [-1.9373, 4.1060, 0.8736], [-4.3045, 2.2398, 0.0113], [-5.1506, 1.5615, 0.1881], [-3.8427, 1.9837, -0.9510], [-4.6664, 3.2766, -0.0238], [-3.1695, -3.0233, 3.5409], [-4.2170, -3.0814, 3.2228], [-3.1022, -2.2906, 4.3530], [-2.8545, -4.0109, 3.9050], [-2.5649, -3.5885, 0.7716], [-1.9405, -3.3518, -0.0987], [-3.6145, -3.4184, 0.4976], [-2.4273, -4.6473, 1.0355], [-0.3948, -2.7646, 2.6373], [-0.1533, -2.0991, 3.4760], [0.2605, -2.5127, 1.7946], [-0.2425, -3.8141, 2.9311], [-2.6848, -0.9251, -3.1443], [-4.3570, -1.5450, -3.1188], [-1.5823, -2.1181, -3.8956], [-5.0247, -0.8138, -2.6428], [-4.4000, -2.4975, -2.5713], [-4.6628, -1.7038, -4.1625], [-0.5403, -1.7759, -3.8266], [-1.8681, -2.2205, -4.9519], [-1.6836, -3.0948, -3.3997], [-2.6079, 0.6678, -3.9515], [-3.3969, 1.3195, -3.5476], [-2.7630, 0.5178, -5.0283], [-1.6252, 1.1229, -3.7617], [1.0712, 0.7858, 1.9328], [-7.7874, 0.6835, 2.4897], [-6.8819, -0.8574, 2.4285], [-7.0950, -1.7247, 0.8634], [-5.3937, -0.5348, 2.7231], [-5.1572, -0.4074, 3.9172], [-4.5662, -0.3945, 1.7416], [-7.2613, -1.5119, 3.2323]],
  "atomic_forces_ev_per_a": [[1.93, -0.31, -0.44], [-0.04, -0.03, 0.65], [-0.09, 0.41, 0.32], [-0.04, -0.02, 0.12], [-0.42, 0.38, 0.19], [-0.35, 0.22, 0.20], [-0.25, 0.07, -0.07], [-0.17, 0.01, -0.14], [0.14, -0.06, -0.25], [0.07, -0.37, -0.52], [0.23, -0.21, -0.37], [0.26, -0.24, 0.06], [-0.41, -0.12, -0.22], [0.20, 0.14, -0.31], [0.09, 0.03, -0.30], [0.14, 0.41, 0.05], [0.20, 0.45, -0.16], [-0.11, 0.18, 0.15], [-0.02, 0.16, 0.14], [-0.27, -0.13, 0.48], [-0.22, -0.15, 0.29], [-0.17, -0.55, 0.05], [-0.07, -0.12, -0.07], [-1.19, 0.18, -0.50], [-0.76, -1.29, 0.56], [-0.25, 0.02, -0.03], [-0.39, 1.89, -1.41], [-0.50, -0.13, -0.12], [0.54, 0.21, 0.10], [-0.08, -0.26, 0.17], [0.91, 1.31, -0.73], [0.43, -0.12, 0.29], [0.75, -1.94, 1.57], [0.28, 0.22, 0.07], [0.39, -0.68, 0.58], [-0.42, 0.18, -1.38], [0.09, 0.21, 0.34], [0.28, -0.03, 0.32], [1.24, 0.29, -0.38], [0.42, 0.06, -0.58], [-0.57, -0.50, 0.13], [-0.11, 0.25, 2.49], [0.29, 0.36, 0.23], [-0.30, -0.48, -1.93], [0.46, 0.17, 0.07], [-0.49, 1.38, 0.22], [-0.01, -1.25, 0.62], [-0.12, 0.36, -0.21], [-0.16, 0.06, -0.15], [0.30, 0.16, -0.19], [0.07, -0.15, 0.15], [-0.45, 0.54, -0.10], [-0.14, 0.07, 0.25], [-0.21, 0.05, -0.20], [0.29, -0.22, 0.03], [-0.01, 0.37, -0.06], [0.24, 0.19, 0.05], [-0.05, 0.10, 0.22], [0.06, -0.26, -0.04], [0.12, -0.28, 0.13], [0.24, 0.06, 0.01], [-0.02, -0.13, -0.17], [-0.08, 0.19, -0.06], [0.22, -0.39, 0.04], [-0.06, -0.05, 0.17], [0.20, -0.02, 0.16], [-0.04, 0.28, -0.07], [-0.12, -0.48, -0.09], [-0.11, -0.21, -0.19], [-0.16, -0.07, 0.19], [0.02, 0.32, -0.05], [0.47, 0.25, 1.61], [-0.20, -0.14, -0.24], [0.03, -0.13, -0.42], [0.16, -0.21, -0.18], [0.01, 0.29, -0.17], [-0.10, 0.01, 0.29], [-0.32, -0.04, -0.05], [0.21, -0.08, 0.20], [-0.01, 0.34, -0.11], [-0.01, 0.12, -0.50], [0.22, -0.24, -0.12], [-0.01, 0.21, 0.18], [-0.35, -0.24, -0.07], [-0.72, -0.44, -0.63], [0.19, -0.43, -0.21], [0.17, -0.23, -0.20], [-0.03, 0.32, 0.40], [0.13, 0.09, 1.15], [0.23, -0.08, -0.66], [-1.89, -0.46, -0.14], [0.16, 0.43, -0.54]],
  "lowdin_charge": [1.127, -0.392, -0.079, 0.100, -0.054, 0.118, -0.058, 0.113, -0.060, 0.119, -0.115, 0.102, -0.392, -0.111, 0.104, -0.061, 0.115, -0.061, 0.113, -0.058, 0.115, -0.089, 0.092, -0.325, 0.033, 0.129, 0.041, 0.145, -0.008, 0.129, 0.044, 0.144, -0.010, 0.109, 1.068, -0.284, -0.366, 0.053, -0.403, -0.073, 0.072, -0.295, 0.138, -0.059, 0.155, 0.650, 0.639, -0.248, 0.024, 0.038, 0.059, -0.254, 0.029, 0.040, 0.055, -0.231, 0.046, 0.027, 0.061, -0.241, 0.052, 0.037, 0.060, -0.246, 0.027, 0.047, 0.060, -0.259, 0.029, 0.022, 0.058, 0.885, -0.162, -0.159, 0.075, 0.081, 0.080, 0.070, 0.076, 0.078, -0.156, 0.074, 0.075, 0.057, 0.020, 0.612, -0.963, 0.551, -0.779, 0.023, -0.326, 0.081],
  "spin_multiplicity": 6,
  "e_above_lowest_kcal_mol": 3.2,
  "total_charge": 2,
  "energy_ha": -4399.00753
}



6.
{
  "formula": "C5H8N2",
  "method": "ωB97M-V with the def2-TZVPD basis set",
  "symbols": ["C", "C", "C", "N", "C", "N", "C", "H", "H", "H", "H", "H", "H", "H", "H"],
  "coordinates": [[-2.3488, -0.2419, 0.0086], [-0.9196, 0.2030, 0.1190], [-0.3160, 1.3432, -0.3529], [1.0484, 1.1584, -0.2907], [1.3202, -0.0895, 0.1969], [2.6499, -0.5789, 0.1771], [0.1270, -0.6866, 0.5019], [-2.3777, -1.1034, -0.6704], [-2.7627, -0.5853, 0.9633], [-3.0087, 0.5251, -0.4079], [-0.7314, 2.2613, -0.7463], [1.7560, 1.8158, -0.5749], [2.7488, -1.3035, 0.8800], [2.8083, -1.0361, -0.7189], [0.0061, -1.6814, 0.9152]],
  "atomic_forces_ev_per_a": [[-0.08, 0.02, 0.02], [0.04, -0.04, -0.13], [-0.18, -0.06, -0.02], [0.13, -0.09, 0.00], [-0.13, 0.07, -0.12], [-0.06, -0.13, 0.05], [0.05, -0.16, -0.01], [-0.12, 0.15, 0.08], [0.07, 0.16, -0.08], [0.14, -0.04, 0.13], [0.01, -0.18, 0.04], [-0.10, -0.08, 0.07], [0.08, 0.15, 0.01], [0.13, 0.13, 0.13], [0.02, 0.11, -0.18]],
  "lowdin_charge": [-0.067, -0.305, -0.090, 0.060, -0.391, 0.076, -0.027, 0.076, 0.073, 0.072, 0.110, 0.148, 0.076, 0.082, 0.108],
  "e_above_lowest_kcal_mol": 5.2,
  "total_charge": 0,
  "smiles": "Cc1c[nH]c(N)c1",
  "energy_ha": -304.82727
}